# 1
C11H18CaN3O3S3 as an isolated structure. Source: OMol25; level of theory: wB97M-V/def2-TZVPD.

Structure (XYZ):
```
39
Properties=species:S:1:pos:R:3
Ca -0.1403 0.8565 -0.2991
N -0.5824 2.1655 -2.4006
C 0.0202 3.5114 -2.2621
C -0.0990 4.0383 -0.8405
N 0.7003 3.2192 0.0999
H -0.1830 1.6932 -3.2065
H -1.5757 2.2556 -2.5920
H -0.4357 4.2364 -2.9388
H 1.0747 3.4423 -2.5364
H -1.1418 4.0010 -0.5163
H 0.2077 5.0867 -0.8430
H 0.6325 3.6151 1.0320
H 1.6833 3.2774 -0.1554
O 1.0586 -1.7798 -2.6986
S 1.4248 -1.4055 -1.3693
O 1.8932 -0.0055 -1.2398
N 0.2019 -1.4940 -0.3172
C 0.5837 -2.0713 0.8358
S -0.2323 -1.8619 2.2636
C 1.8801 -2.7915 0.6943
C 2.4960 -3.6335 1.6003
C 3.7218 -4.1899 1.2533
C 4.3260 -3.9002 0.0344
C 3.7204 -3.0428 -0.8782
C 2.5031 -2.5090 -0.5195
H 2.0187 -3.8468 2.5474
H 4.2147 -4.8614 1.9431
H 5.2794 -4.3473 -0.2114
H 4.1798 -2.8097 -1.8290
C -4.8457 0.3497 0.5152
S -3.2107 -0.1673 1.0219
C -3.3808 0.1401 2.7700
O -2.3032 0.9504 0.5090
H -5.5757 -0.3414 0.9346
H -4.8750 0.2955 -0.5709
H -5.0282 1.3670 0.8570
H -3.6678 1.1785 2.9278
H -2.4139 -0.0760 3.2193
H -4.1297 -0.5448 3.1659
```

HOMO level: -11.2 eV
Spin multiplicity: 1
Charge: +1
E_LUMO: -0.10352 Eh
Orbital gap: 8.336 eV
ΔE to the lowest compared entry with this formula, charge and spin: 0.0 kJ/mol
DFT total energy: -73254.0288 eV

natural (NBO) atomic charge list, values in e, 2 entries: Ca 1.806; N -0.923

# 2
C11H18ClNO as an isolated structure at a distorted geometry. Source: OMol25; level of theory: wB97M-V/def2-TZVPD.

Structure (XYZ):
```
32
Properties=species:S:1:pos:R:3
C 0.4515 -0.8408 2.2373
C -0.9401 2.0358 -0.6337
C -1.5839 0.6383 -0.4777
C 0.8300 1.5364 1.1516
C 0.5228 1.6585 -0.3851
C -0.0380 0.3975 1.5810
C -0.4771 -0.3586 -0.1799
C 0.6245 0.1835 -1.0145
C -0.7443 -1.8108 -0.1370
C 0.3061 0.1112 -2.5130
C 1.8954 -0.6099 -0.7376
N -0.5682 -1.6812 2.7301
O 1.6673 -1.0777 2.3337
Cl -1.3822 1.0654 2.6070
H -1.2301 2.5090 -1.5465
H -1.3407 2.6666 0.0478
H -2.3322 0.7052 0.4280
H -2.0700 0.2143 -1.3462
H 1.8481 1.3253 1.3499
H 0.4765 2.4502 1.6720
H 1.2350 2.2326 -0.9620
H 0.1844 -2.3991 0.1676
H -1.0747 -1.9590 -1.1692
H -1.3621 -2.2799 0.6468
H -0.2831 0.9211 -2.8038
H -0.3226 -0.7338 -2.8961
H 1.1418 0.0987 -3.2161
H 1.6704 -1.5888 -1.1809
H 1.9466 -0.8693 0.3428
H 2.7638 -0.2702 -1.2301
H -1.4948 -1.5961 2.4182
H -0.3201 -2.6745 2.7157
```

HOMO level (alpha / beta): -4.4 / -9.3 eV
Spin multiplicity: 3
Charge: 0
E_LUMO (alpha / beta): 0.02514 / -0.10977 Eh
<S²>: 2.009
Orbital gap (alpha / beta): 5.070 / 6.301 eV
ΔE to the lowest compared entry with this formula, charge and spin: 0.0 kJ/mol
DFT total energy: -27752.5497 eV

natural (NBO) atomic charge list, values in e, 2 entries: C 0.379; C -0.424

# 3
C11H18CuN4O5 as an isolated structure at a distorted geometry. Source: OMol25; level of theory: wB97M-V/def2-TZVPD.

Structure (XYZ):
```
39
Properties=species:S:1:pos:R:3
Cu -0.1433 -0.4416 -0.1781
N -1.4664 0.7822 -1.3756
C -1.5478 2.1933 -0.9942
C -0.1403 2.7820 -0.9008
N 0.6732 2.0285 0.0451
C 0.4449 2.4105 1.4338
C 0.6351 1.2283 2.3860
N -0.1442 0.0746 1.9405
C 2.0805 1.9482 -0.3166
C 2.3170 0.9450 -1.4449
N 1.7470 -0.3628 -1.1119
H -1.2356 0.6731 -2.3569
H -2.3272 0.2718 -1.1945
H -2.0414 2.2461 -0.0232
H -2.1384 2.7893 -1.6954
H -0.1917 3.8480 -0.6411
H 0.3176 2.7136 -1.8896
H -0.5792 2.7758 1.5256
H 1.1073 3.2302 1.7462
H 0.3738 1.5456 3.3992
H 1.6865 0.9381 2.3998
H -1.1344 0.1736 2.1393
H 0.1697 -0.7900 2.3674
H 2.6407 1.6184 0.5602
H 2.4908 2.9222 -0.6200
H 3.3921 0.8935 -1.6381
H 1.8413 1.2955 -2.3619
H 2.2591 -0.8440 -0.3773
H 1.7440 -0.9895 -1.9072
O -2.0602 -6.2544 0.0135
C -1.6854 -5.1152 0.0858
C -0.2394 -4.6428 0.1231
O 0.7368 -5.3642 0.1172
C -0.3107 -3.1824 0.1682
C -1.6463 -2.7447 0.0757
O -1.9384 -1.4948 -0.0515
C -2.5697 -3.8782 0.1248
O -3.7827 -3.8795 0.1682
O 0.6653 -2.3434 0.2591
```

HOMO level (alpha / beta): -6.9 / -6.8 eV
Spin multiplicity: 2
Charge: 0
E_LUMO (alpha / beta): -0.00446 / -0.03757 Eh
<S²>: 0.753
Orbital gap (alpha / beta): 6.775 / 5.823 eV
ΔE to the lowest compared entry with this formula, charge and spin: 0.0 kJ/mol
DFT total energy: -72535.8837 eV

natural (NBO) atomic charge list, values in e, 2 entries: Cu 1.423; N -0.881

# 4
A 3-piece molecular cluster, C11H18N2O3P overall. Source: OMol25; level of theory: wB97M-V/def2-TZVPD.

Structure (XYZ):
```
35
Properties=species:S:1:pos:R:3
O -4.8183 1.2788 2.0307
C -3.8501 0.8407 1.4784
O -3.9493 -0.1235 0.5368
C -2.4417 1.2972 1.7923
C -1.5469 0.1683 2.3354
P -2.2124 -0.5998 3.8179
O -2.3403 -2.1686 3.7321
H -3.0938 -0.3105 0.1176
H -2.4880 2.1401 2.4776
H -1.9944 1.6612 0.8620
H -0.5803 0.5919 2.6167
H -1.3669 -0.5917 1.5706
H -3.4617 -0.0762 4.1504
H -1.3689 -0.3650 4.8956
H -2.3049 -2.5456 2.8410
N -1.4269 -1.6510 -1.1643
C -1.8089 -1.0691 -2.3492
C -0.7917 -0.2540 -2.7598
C 0.2528 -0.3468 -1.7977
C -0.1624 -1.2104 -0.8251
H -1.9700 -2.3275 -0.6595
H -2.7589 -1.2981 -2.8005
H -0.7867 0.3331 -3.6621
H 1.2087 0.1507 -1.8246
H 0.3354 -1.5665 0.0622
N 3.7688 1.4971 -2.1586
C 4.1250 1.3981 -0.8397
C 5.1174 0.4600 -0.7448
C 5.3702 -0.0242 -2.0578
C 4.5239 0.6351 -2.9071
H 3.0658 2.1133 -2.5217
H 3.6497 2.0052 -0.0885
H 5.6144 0.1588 0.1618
H 6.0946 -0.7672 -2.3444
H 4.3971 0.5664 -3.9735
```

HOMO level: -10.2 eV
Spin multiplicity: 1
Charge: +1
E_LUMO: -0.15437 Eh
Orbital gap: 6.042 eV
DFT total energy: -30103.0529 eV

natural (NBO) atomic charge list, values in e, 2 entries: O -0.517; C 0.759

# 5
An isolated ion of composition C11H18N3 and charge +1 at a distorted geometry. Source: OMol25; level of theory: wB97M-V/def2-TZVPD.

Structure (XYZ):
```
32
Properties=species:S:1:pos:R:3
C -1.0974 -0.4419 -0.4540
C 1.2557 -1.4871 0.1473
C -2.3332 0.5837 1.9527
C -2.0605 1.3982 -1.6384
C -2.5591 1.1150 0.7594
C -1.9032 0.6978 -0.4900
C 2.5499 -2.1716 0.4623
C 1.4858 1.9411 1.0663
C 1.9091 1.5557 -1.3992
C -2.0417 -2.6350 -0.4840
C 1.9313 0.9404 0.0011
N 0.2095 -2.2888 -0.0058
N 1.1106 -0.2112 0.0431
N -0.9467 -1.6920 -0.2928
H -2.8433 0.9421 2.8285
H -1.6273 -0.2172 2.1067
H -2.7144 2.2526 -1.6738
H -1.5566 1.1269 -2.5500
H -3.2605 1.9275 0.6378
H 2.3549 -3.2269 0.6231
H 3.2417 -2.0540 -0.3697
H 2.9974 -1.7351 1.3525
H 1.6263 1.5343 2.0637
H 0.4330 2.1841 0.9342
H 2.0643 2.8566 0.9772
H 2.6663 2.3306 -1.4709
H 0.9377 1.9997 -1.5974
H 2.1139 0.8012 -2.1560
H -2.9642 -2.2402 -0.0625
H -2.1820 -2.8313 -1.5469
H -1.7552 -3.5609 0.0112
H 2.9579 0.6059 0.2243
```

HOMO level (alpha / beta): -12.9 / -12.9 eV
Spin multiplicity: 1
Charge: +1
E_LUMO (alpha / beta): -0.19827 / -0.19829 Eh
Orbital gap (alpha / beta): 7.493 / 7.492 eV
ΔE to the lowest compared entry with this formula, charge and spin: 459.8 kJ/mol
DFT total energy: -16158.3019 eV

natural (NBO) atomic charge list, values in e, 2 entries: C 0.586; C 0.430

# 6
An isolated ion of composition C11H18N3O and charge +1 at a distorted geometry. Source: OMol25; level of theory: wB97M-V/def2-TZVPD.

Structure (XYZ):
```
33
Properties=species:S:1:pos:R:3
C 0.0306 0.5474 2.4900
C 0.7646 0.2421 1.2690
N 0.2599 0.6691 0.0411
C 1.4007 0.7051 -1.0523
C 2.0000 -0.7569 -1.3841
C 2.5078 1.6882 -0.6581
N -0.1939 2.0470 0.2867
N -1.4202 2.1530 -0.0899
O -2.1208 3.0969 0.1342
C -1.9250 0.9084 -0.7751
C -3.3510 0.4547 -0.5003
C -3.5139 -0.8174 -0.1948
C -2.5004 -1.9138 -0.4228
C -1.1312 -1.3773 -0.0611
C -0.9618 -0.0805 -0.3451
H -0.1121 1.6827 2.7378
H -0.9548 0.0246 2.6007
H 0.5589 0.2744 3.3276
H 0.7976 -0.7951 1.2927
H 1.7297 0.6046 1.4260
H 0.9043 1.0446 -2.0076
H 2.7129 -1.2475 -0.6437
H 1.0505 -1.2885 -1.5343
H 2.4194 -0.6303 -2.3780
H 3.2153 1.1081 -0.0579
H 2.0038 2.4483 -0.0665
H 3.0507 2.0847 -1.5495
H -1.9413 1.0321 -1.8962
H -4.1431 1.2184 -0.2169
H -4.6246 -1.1525 -0.1708
H -2.8752 -2.8674 0.1124
H -2.5578 -1.9648 -1.5164
H -0.3973 -2.0246 0.2795
```

HOMO level: -13.6 eV
Spin multiplicity: 1
Charge: +1
E_LUMO: -0.13213 Eh
Orbital gap: 10.030 eV
SMILES: CC[N@+]1(C(C)C)N=[N+]([O-])[C@@H]2C=CCC=C21
ΔE to the lowest compared entry with this formula, charge and spin: 472.2 kJ/mol
DFT total energy: -18204.1742 eV

natural (NBO) atomic charge list, values in e, 2 entries: C -0.632; C -0.250